[1]
# C2H2FI3O

A molecular structure, C2H2FI3O (ωB97M-V with the def2-TZVPD basis set, the Open Molecules 2025 dataset).

Each line ends with the Mulliken charge.
Atoms and positions in Å:
C (1.134858, 0.536443, -1.098499)  -0.7558
C (0.424587, 0.560048, 0.248773)  0.2821
O (-0.393986, -0.134029, 0.735884)  -0.4146
F (-0.147763, -2.612940, 0.931867)  -0.3744
I (2.554167, -1.076375, -0.821991)  0.1573
I (-0.291923, 0.500826, -2.713586)  0.1635
I (1.157301, 2.287798, 1.372097)  -0.0204
H (1.803999, 1.280611, -1.135920)  0.5665
H (-0.645889, -2.116872, 1.517429)  0.3958

Forces on atoms 1 to 2 (eV/Å):
C -2.39 -3.39 0.85
C -0.05 0.59 0.17

* energy relative to the best compared isomer or geometry (same formula, charge and spin): 44.16 kJ/mol
* E_HOMO: -9.913 eV
* gap between HOMO and LUMO: 9.08 eV
* net charge: 0
* LUMO: -0.84 eV

---

[2]
# C2H2FIO

2 unconnected molecules or ions with the total composition C2H2FIO (ωB97M-V with the def2-TZVPD basis set, the Open Molecules 2025 dataset).

Each line ends with the Mulliken charge.
Atoms and positions in Å:
C (-0.853953, 0.711816, -0.155104)  -0.2159
C (-0.655819, 0.936054, 0.999523)  0.0197
O (0.872888, -1.608532, -0.927209)  -0.6416
F (-0.588923, 1.055682, 2.285376)  -0.2327
I (2.398701, -0.727458, -0.670170)  0.5171
H (-0.773513, 0.315370, -1.071523)  0.4386
H (2.952132, -0.579893, 0.874216)  0.1148

Forces on atoms 1 to 2 (eV/Å):
C 0.28 0.93 2.76
C -0.37 -0.22 0.80

* energy relative to the best compared isomer or geometry (same formula, charge and spin): 575.37 kJ/mol
* E_HOMO: -9.185 eV
* gap between HOMO and LUMO: 8.84 eV
* net charge: 0
* LUMO: -0.35 eV

---

[3]
# C2H2FKO2

A molecular structure, C2H2FKO2 (ωB97M-V with the def2-TZVPD basis set, the Open Molecules 2025 dataset).

Each line ends with the Mulliken charge.
Atoms and positions in Å:
H (-1.668550, -0.074166, 1.443892)  0.0612
O (-0.282304, 1.179134, 0.202709)  -0.8940
C (-1.154754, 0.290512, 0.390229)  0.4847
C (-0.723044, -1.178623, 0.440520)  -0.0709
O (0.467198, -1.480509, 0.267154)  -0.6170
F (-2.260420, 0.253460, -0.594044)  -0.3357
H (-1.525547, -1.932519, 0.289172)  0.3633
K (1.984921, 0.437008, -0.355583)  1.0084

Forces on atoms 1 to 2 (eV/Å):
H -0.35 2.58 -0.37
O -0.16 0.58 0.43

* energy relative to the best compared isomer or geometry (same formula, charge and spin): 0.00 kJ/mol
* E_HOMO: -7.794 eV
* gap between HOMO and LUMO: 7.19 eV
* net charge: 0
* LUMO: -0.60 eV

---

[4]
# C2H2FN3S

2 unconnected molecules or ions with the total composition C2H2FN3S (ωB97M-V with the def2-TZVPD basis set, the Open Molecules 2025 dataset).

Each line ends with the Mulliken charge.
Atoms and positions in Å:
C (0.820079, 0.776276, -0.150075)  -0.1330
C (0.363653, -0.448096, 1.506487)  -0.0147
N (1.074561, 0.642135, 1.139301)  -0.4981
N (0.029074, -0.249220, -0.597254)  0.0015
N (-0.254608, -1.042591, 0.510021)  -0.4083
F (-2.268288, 0.594670, -1.891338)  -0.1677
S (-1.537888, -0.805322, -2.379332)  0.4806
H (1.529820, 1.414156, -0.642590)  0.3840
H (0.243597, -0.882008, 2.504780)  0.3555

Forces on atoms 1 to 2 (eV/Å):
C 0.94 -0.38 0.14
C -0.58 -0.82 -0.44

* energy relative to the best compared isomer or geometry (same formula, charge and spin): 349.47 kJ/mol
* E_HOMO (spin up / spin down): -9.966 / -9.966 eV
* gap between HOMO and LUMO (spin up / spin down): 6.35 / 6.35 eV
* net charge: 0
* LUMO (spin up / spin down): -3.62 / -3.61 eV

---

[5]
# C2H2FN3S

C2H2FN3S in the gas phase (ωB97M-V with the def2-TZVPD basis set, the Open Molecules 2025 dataset).

Each line ends with the Mulliken charge.
Atoms and positions in Å:
F (0.760553, 2.013374, 0.295962)  -0.2096
C (0.214874, 0.823354, 0.295781)  0.8330
S (1.850472, -0.632284, 0.241881)  -0.1408
C (-0.447060, 0.105379, -0.783064)  -0.5366
N (-1.363652, -0.697312, -0.331397)  -0.1594
N (-1.371752, -0.540475, 1.016885)  -0.2250
N (-0.585922, 0.341026, 1.406034)  -0.1157
H (1.181911, -1.601245, -0.238364)  0.2123
H (-0.239428, 0.188181, -1.903720)  0.3418

Forces on atoms 1 to 2 (eV/Å):
F -0.38 -0.21 0.07
C 0.44 -3.35 0.46

* energy relative to the best compared isomer or geometry (same formula, charge and spin): 267.71 kJ/mol
* E_HOMO: -10.339 eV
* SMILES: F[C@]1(S)C=NN=N1
* gap between HOMO and LUMO: 8.27 eV
* net charge: 0
* LUMO: -2.07 eV

---

[6]
# C2H2FNO2

C2H2FNO2 in the gas phase (ωB97M-V with the def2-TZVPD basis set, the Open Molecules 2025 dataset).

Each line ends with the Mulliken charge.
Atoms and positions in Å:
N (1.593121, -0.433618, 2.164789)  -0.3092
C (1.232648, -0.127897, 1.142074)  0.1264
C (0.475853, 0.164837, -0.086206)  0.2837
O (-0.693766, -0.330482, 0.039170)  -0.4542
O (0.525300, 1.798277, 0.087105)  -0.2035
F (0.184330, 2.503602, -1.051520)  -0.1497
H (0.865189, -0.182465, -1.009792)  0.3161
H (-1.047810, -0.365748, 1.035065)  0.3905

Forces on atoms 1 to 2 (eV/Å):
N 1.03 -0.68 2.41
C -0.20 0.75 -2.46

* energy relative to the best compared isomer or geometry (same formula, charge and spin): 548.54 kJ/mol
* E_HOMO: -11.371 eV
* SMILES: N#C[C@@H](O)OF
* gap between HOMO and LUMO: 11.78 eV
* net charge: 0
* LUMO: 0.41 eV

---

[7]
# C2H2FNaO2Rb

A molecular structure, C2H2FNaO2Rb (ωB97M-V with the def2-TZVPD basis set, the Open Molecules 2025 dataset).

Each line ends with the Mulliken charge.
Atoms and positions in Å:
F (-1.627211, 2.464364, -0.349880)  -0.2857
C (-0.716157, 2.305518, -1.421855)  -0.0752
C (-0.915094, 3.250415, -2.360614)  -0.9361
H (-0.323258, 3.219970, -3.280865)  0.3052
H (-1.685235, 4.028314, -2.290459)  0.2438
O (-0.454522, -1.119970, 2.302338)  -0.3793
O (0.732406, -1.687938, 2.139911)  -0.5044
Rb (1.089430, -0.736030, -1.042113)  0.8274
Na (1.683919, 3.149943, -1.235566)  0.8044

Forces on atoms 1 to 2 (eV/Å):
F 0.74 -0.20 -0.67
C 0.21 0.26 0.56

* 2S+1: 2
* E_HOMO (spin up / spin down): -5.403 / -4.437 eV
* gap between HOMO and LUMO (spin up / spin down): 3.44 / 2.67 eV
* net charge: 0
* LUMO (spin up / spin down): -1.97 / -1.77 eV

---

[8]
# C2H2FO3P

2 unconnected molecules or ions with the total composition C2H2FO3P (ωB97M-V with the def2-TZVPD basis set, the Open Molecules 2025 dataset).

Each line ends with the Mulliken charge.
Atoms and positions in Å:
C (-2.319333, -0.520965, 0.346787)  -0.3468
C (-0.007176, 0.508083, 0.279498)  -0.0766
O (2.595523, 0.733532, -0.755500)  -0.7786
O (1.936286, -1.628627, -0.137160)  -0.7999
O (0.993793, 0.241791, 1.298861)  -0.4225
F (-0.085760, 1.892185, 0.002742)  -0.2381
P (1.516943, -0.197690, -0.215097)  0.7102
H (-2.660102, 0.322986, -0.400453)  -0.0237
H (-1.970172, -1.351295, -0.419676)  -0.0240

Forces on atoms 1 to 2 (eV/Å):
C 1.78 0.84 -1.88
C -2.58 -1.07 -0.23

* energy relative to the best compared isomer or geometry (same formula, charge and spin): 496.80 kJ/mol
* E_HOMO (spin up / spin down): 0.820 / 0.817 eV
* gap between HOMO and LUMO (spin up / spin down): 6.51 / 6.51 eV
* net charge: -2
* LUMO (spin up / spin down): 7.33 / 7.33 eV

---

[9]
# C2H2FO3S

2 unconnected molecules or ions with the total composition C2H2FO3S (ωB97M-V with the def2-TZVPD basis set, the Open Molecules 2025 dataset).

Each line ends with the Mulliken charge.
Atoms and positions in Å:
C (1.757973, 0.381298, -0.050418)  0.2242
C (-0.326623, -0.547109, 0.624979)  -0.6032
O (-2.063913, 1.360535, -0.092342)  -0.5974
O (2.780764, 0.372407, 0.580112)  -0.4482
O (-1.964831, -0.599600, -1.561384)  -0.5844
F (1.768701, 0.804446, -1.369500)  -0.2029
S (-1.941391, -0.103230, -0.184950)  0.5244
H (-0.011236, -0.118451, 1.639080)  0.3216
H (0.000556, -1.550296, 0.414420)  0.3658

Forces on atoms 1 to 2 (eV/Å):
C -0.82 -1.17 0.96
C 2.50 2.39 -0.24

* energy relative to the best compared isomer or geometry (same formula, charge and spin): 282.41 kJ/mol
* E_HOMO (spin up / spin down): -3.792 / -3.792 eV
* gap between HOMO and LUMO (spin up / spin down): 7.25 / 7.25 eV
* net charge: -1
* LUMO (spin up / spin down): 3.46 / 3.46 eV

---

[10]
# C2H2FOP

2 unconnected molecules or ions with the total composition C2H2FOP (ωB97M-V with the def2-TZVPD basis set, the Open Molecules 2025 dataset).

Each line ends with the Mulliken charge.
Atoms and positions in Å:
C (1.867442, 0.546754, 1.722662)  0.0752
C (-0.557551, -0.592980, -1.320691)  -0.4042
O (1.265916, 0.742967, 2.628352)  -0.1045
F (-1.081233, 0.816563, 0.835952)  -0.2988
P (0.082234, 0.523433, -0.317075)  0.2344
H (0.009538, -1.109470, -2.252811)  0.2328
H (-1.586345, -0.927268, -1.296389)  0.2651

Forces on atoms 1 to 2 (eV/Å):
C 2.17 -0.58 -1.67
C 0.62 -1.45 -2.45

* energy relative to the best compared isomer or geometry (same formula, charge and spin): 29.42 kJ/mol
* E_HOMO: -9.992 eV
* gap between HOMO and LUMO: 10.04 eV
* net charge: 0
* LUMO: 0.05 eV

---

[11]
# C2H2FOP

C2H2FOP in the gas phase (ωB97M-V with the def2-TZVPD basis set, the Open Molecules 2025 dataset).

Each line ends with the Mulliken charge.
Atoms and positions in Å:
C (0.007407, -0.296200, 0.135097)  -0.6256
P (-0.109737, -1.183342, 1.518548)  0.2192
F (0.915125, -2.358180, 1.164155)  -0.2789
C (1.014416, -0.118882, 2.462381)  0.3896
O (0.971469, 0.885961, 3.040917)  -0.2397
H (-0.863499, 0.075165, -0.341034)  0.2933
H (0.732955, -0.687625, -0.549216)  0.2421

Forces on atoms 1 to 2 (eV/Å):
C -0.63 -0.56 -0.57
P -1.26 -1.27 -1.44

* energy relative to the best compared isomer or geometry (same formula, charge and spin): 140.20 kJ/mol
* E_HOMO (spin up / spin down): -8.464 / -8.465 eV
* SMILES: C=P(F)=C=O
* gap between HOMO and LUMO (spin up / spin down): 7.42 / 7.42 eV
* net charge: 0
* LUMO (spin up / spin down): -1.04 / -1.04 eV

---

[12]
# C2H2FOSm

A molecular structure, C2H2FOSm (ωB97M-V with the def2-TZVPD basis set, the Open Molecules 2025 dataset).

Each line ends with the Mulliken charge.
Atoms and positions in Å:
C (-1.226855, -0.027195, -0.301710)  0.4082
C (-1.462578, -1.123480, 0.490230)  -0.7747
F (-2.133447, 0.926954, -0.537395)  -0.1900
O (-0.215596, -0.135682, -1.086516)  -0.6642
H (-2.375760, -1.172176, 1.079879)  0.2423
H (-0.955867, -2.084552, 0.355272)  0.4098
Sm (1.327146, -0.323072, 0.726568)  1.5687

Forces on atoms 1 to 2 (eV/Å):
C -0.43 -3.12 -1.97
C -0.97 0.81 1.79

* energy relative to the best compared isomer or geometry (same formula, charge and spin): 0.12 kJ/mol
* 2S+1: 7
* E_HOMO (spin up / spin down): -12.758 / -12.787 eV
* gap between HOMO and LUMO (spin up / spin down): 7.06 / 7.21 eV
* net charge: +1
* LUMO (spin up / spin down): -5.70 / -5.58 eV

---

Number 1: largest force on an atom 4.233 eV/A, total energy -1145.56848 hartree. Number 2: largest force on an atom 3.002 eV/A, total energy -549.95447 hartree. Number 3: largest force on an atom 4.762 eV/A, total energy -927.65743 hartree. Number 4: largest force on an atom 5.240 eV/A, total energy -739.56379 hartree. Number 5: largest force on an atom 3.706 eV/A, total energy -739.59493 hartree. Number 6: largest force on an atom 6.232 eV/A, total energy -382.32150 hartree. Number 7: largest force on an atom 1.185 eV/A, total energy -513.88984 hartree. Number 8: largest force on an atom 3.494 eV/A, total energy -744.18666 hartree. Number 9: largest force on an atom 3.470 eV/A, total energy -801.13330 hartree. Number 10: largest force on an atom 3.158 eV/A, total energy -593.82774 hartree. Number 11: largest force on an atom 4.063 eV/A, total energy -593.78555 hartree. Number 12: largest force on an atom 3.714 eV/A, total energy -910.18995 hartree.